1.
ORCA calculation (ωB97M-V with the def2-TZVPD basis set) on C42H35Br2HfN3O8S3 as an isolated structure.

Last column: Mulliken charge in e.
Cartesian coordinates (Å):
Hf1 -0.187 -0.437 -0.196  0.954
O1 3.550 0.314 0.541  -0.732
C1 2.394 0.031 0.766  -0.069
O2 1.385 0.584 0.183  -0.292
C2 2.038 -0.913 1.944  0.038
C3 0.860 -0.313 2.736  0.190
C4 0.770 -0.985 4.113  -0.903
C5 0.156 -2.345 3.741  -1.184
C6 0.057 -2.224 2.215  0.099
O3 -0.280 -0.833 2.033  -0.527
C7 1.461 -2.305 1.577  -0.394
C8 1.373 -2.693 0.064  0.177
O4 1.549 -3.854 -0.218  -0.704
O5 1.120 -1.754 -0.782  -0.522
H1 2.939 -1.009 2.556  0.859
H2 0.824 0.778 2.760  -0.132
H3 0.123 -0.421 4.783  0.400
H4 1.753 -1.069 4.574  0.405
H5 -0.840 -2.452 4.167  0.365
H6 0.762 -3.192 4.052  0.463
H7 -0.682 -2.888 1.760  0.508
H8 2.040 -3.115 2.031  0.781
Br1 -2.912 -4.572 0.080  -0.171
C9 -3.586 -2.806 0.006  -0.073
C10 -4.956 -2.559 -0.006  -0.346
C11 -5.414 -1.266 -0.070  0.133
Br2 -7.290 -0.979 -0.152  -0.238
C12 -4.530 -0.166 -0.040  0.161
C13 -4.908 1.190 -0.130  -0.825
C14 -3.948 2.159 -0.029  -1.495
C15 -2.614 1.794 0.198  0.096
N1 -2.208 0.539 0.243  0.531
C16 -3.141 -0.437 0.069  0.462
C17 -2.653 -1.775 -0.018  0.345
O6 -1.373 -1.986 -0.104  0.079
H9 -5.643 -3.389 0.019  0.472
H10 -5.946 1.446 -0.287  0.348
H11 -4.199 3.202 -0.120  0.484
H12 -1.860 2.556 0.343  0.441
S1 0.277 2.784 1.602  -0.452
C18 1.519 3.378 0.666  -0.051
N2 2.475 4.157 1.187  0.117
C19 3.548 4.637 0.344  -0.653
C20 3.874 3.558 -0.680  -0.940
N3 2.674 3.311 -1.449  0.419
C21 2.735 3.387 -2.895  -1.452
C22 2.689 4.830 -3.348  0.669
C23 3.776 5.443 -3.957  -0.441
C24 3.705 6.773 -4.339  -0.640
C25 2.556 7.507 -4.108  -0.392
C26 1.470 6.906 -3.494  -0.878
C27 1.536 5.576 -3.121  0.138
C28 1.524 3.145 -0.782  0.493
S2 0.095 2.736 -1.531  -0.105
C29 2.535 4.493 2.595  -1.189
C30 3.742 3.863 3.238  0.184
C31 4.699 4.652 3.861  -0.417
C32 5.847 4.075 4.376  -0.635
C33 6.042 2.708 4.270  -0.550
C34 5.074 1.910 3.680  -0.700
C35 3.932 2.488 3.158  0.072
H13 4.412 4.865 0.968  0.510
H14 3.237 5.552 -0.179  0.348
H15 4.178 2.632 -0.174  0.283
H16 4.672 3.883 -1.348  0.535
H17 1.868 2.849 -3.290  0.388
H18 3.653 2.899 -3.235  0.573
H19 4.681 4.882 -4.144  0.399
H20 4.554 7.237 -4.818  0.382
H21 2.505 8.542 -4.414  0.391
H22 0.570 7.473 -3.310  0.419
H23 0.687 5.101 -2.653  0.390
H24 1.610 4.129 3.053  0.453
H25 2.576 5.582 2.703  0.382
H26 4.545 5.721 3.934  0.380
H27 6.596 4.697 4.843  0.386
H28 6.952 2.264 4.642  0.398
H29 5.225 0.844 3.604  0.450
H30 3.196 1.873 2.661  0.562
O7 0.246 -3.752 -7.707  -0.474
C36 0.442 -2.427 -7.564  0.652
O8 0.809 -1.766 -8.499  -0.564
C37 0.146 -1.840 -6.230  1.053
C38 0.068 -2.574 -5.046  -1.150
C39 -0.251 -1.951 -3.855  -0.589
C40 -0.515 -0.584 -3.839  0.718
S3 -1.131 0.219 -2.405  -0.326
C41 -0.418 0.159 -5.015  -0.647
C42 -0.076 -0.462 -6.193  -0.952
H31 -0.066 -4.169 -6.894  0.296
H32 0.268 -3.638 -5.032  0.224
H33 -0.318 -2.520 -2.935  0.425
H34 -0.640 1.214 -4.984  0.487
H35 0.002 0.093 -7.115  0.432

Atoms 1-6, force components in eV/Å:
-2.426 2.644 -2.384
-0.021 -0.061 -0.128
1.521 -0.199 1.253
2.249 1.262 0.560
0.199 0.398 -0.186
0.951 0.657 1.067

Properties
Energy relative to the best compared isomer or geometry (same formula, charge and spin), kJ/mol: 239.2
Multiplicity: 1
HOMO energy, eV: -7.527
Electronic energy, hartree: -8778.52497
HOMO-LUMO gap, eV: 6.57
LUMO, hartree: -0.035

=====

2.
ORCA calculation (ωB97M-V with the def2-TZVPD basis set) on a 8-piece molecular cluster, C50H60F7NO26P2S2 overall.

Last column: Mulliken charge in e.
Cartesian coordinates (Å):
C1 0.278 2.267 2.979  -0.533
C2 -0.509 1.794 2.020  -0.827
C3 -1.208 1.276 0.656  0.379
C4 -0.693 -0.088 0.017  0.096
C5 0.478 -0.919 0.734  0.952
C6 1.950 -0.572 0.149  -0.581
C7 2.770 -1.840 -0.410  0.075
C8 3.696 -2.593 0.677  0.326
C9 4.865 -1.679 1.323  -0.577
O1 5.067 -0.393 0.677  -0.386
C10 5.901 -0.498 -0.513  -0.541
C11 -1.405 -0.509 -1.365  0.049
C12 -2.574 0.375 -2.024  0.238
C13 -3.092 1.748 -1.378  0.524
P1 -4.429 2.821 -2.177  0.578
O2 -5.557 3.285 -1.220  -0.680
C14 -2.368 2.162 -0.012  -0.047
P2 -2.784 3.781 0.953  0.129
C15 -4.512 3.553 1.731  -0.990
C16 -2.754 5.181 -0.329  0.142
C17 -1.975 6.514 0.205  -0.464
C18 -3.196 -0.231 -3.406  0.015
O3 -4.425 -0.158 -3.728  -0.565
C19 -2.129 -0.995 -4.354  -0.723
C20 -1.034 -1.767 -3.781  0.425
C21 0.033 -2.471 -4.792  -0.316
C22 1.184 -1.335 -5.076  -0.205
C23 0.626 -0.153 -6.020  0.657
S1 1.925 0.963 -6.741  -0.145
C24 2.114 2.522 -5.754  0.046
S2 3.535 2.670 -4.823  -0.182
N1 1.177 3.668 -5.708  0.072
C25 0.211 3.698 -6.851  -0.645
C26 -1.257 3.094 -6.522  -0.080
O4 -1.802 3.712 -5.292  -0.418
C27 -0.947 3.183 -4.239  1.466
C28 0.519 3.844 -4.376  -0.659
C29 -0.933 -1.866 -2.151  0.379
O5 -0.554 -2.935 -1.567  -0.607
H1 0.829 2.641 3.927  0.361
H2 0.325 -2.075 0.680  -0.945
H3 0.514 -0.686 1.879  0.448
H4 2.521 0.034 0.944  0.346
H5 1.785 0.146 -0.757  0.289
H6 2.002 -2.598 -0.859  -0.171
H7 3.458 -1.552 -1.307  0.267
H8 3.075 -3.115 1.518  -0.513
H9 4.229 -3.464 0.115  0.176
H10 4.724 -1.525 2.469  0.221
H11 5.863 -2.274 1.219  0.427
H12 6.074 -1.602 -0.833  0.269
H13 6.895 0.076 -0.412  0.221
H14 5.316 0.004 -1.386  0.169
H15 -3.750 4.020 -2.649  0.042
H16 -5.049 2.242 -3.332  0.096
H17 -5.176 4.490 1.663  0.332
H18 -4.328 3.196 2.824  0.321
H19 -4.996 2.648 1.182  0.274
H20 -2.130 4.800 -1.237  -0.537
H21 -3.784 5.504 -0.723  0.485
H22 -1.817 6.457 1.361  0.371
H23 -2.617 7.454 -0.033  -0.074
H24 -0.954 6.685 -0.323  0.112
H25 -2.160 -0.932 -5.516  0.302
H26 -0.463 -2.849 -5.769  0.471
H27 0.508 -3.340 -4.180  -0.330
H28 1.397 -0.865 -4.027  0.058
H29 2.172 -1.813 -5.426  0.374
H30 -0.096 0.502 -5.411  -1.078
H31 0.034 -0.671 -6.884  0.385
H32 0.038 4.828 -7.099  0.316
H33 0.639 3.250 -7.840  0.388
H34 -1.301 1.945 -6.470  0.088
H35 -1.958 3.483 -7.373  0.337
H36 -1.355 3.503 -3.191  -0.537
H37 -0.968 2.032 -4.243  -0.668
H38 0.375 4.995 -4.229  0.159
H39 1.155 3.496 -3.479  0.399
C30 3.032 -6.458 -3.395  -0.249
C31 2.641 -5.325 -2.505  0.553
O6 3.393 -4.241 -3.009  -0.159
C32 3.561 -4.504 -4.332  0.600
O7 3.911 -3.687 -5.139  -0.571
O8 3.273 -5.804 -4.631  -0.354
F1 3.024 -5.557 -1.227  -0.343
H40 3.946 -6.959 -3.065  -0.090
H41 2.240 -7.203 -3.493  0.371
H42 1.575 -5.079 -2.534  0.260
C33 -4.324 11.166 -0.287  -0.443
C34 -4.646 11.669 1.083  0.307
O9 -4.666 10.494 1.865  -0.319
C35 -3.798 9.640 1.254  0.601
O10 -3.347 8.652 1.768  -0.481
O11 -3.495 10.048 -0.013  -0.226
F2 -5.878 12.229 1.116  -0.291
H43 -5.211 10.835 -0.835  0.273
H44 -3.795 11.908 -0.889  0.275
H45 -3.909 12.369 1.489  0.293
C36 1.012 9.348 -1.922  -0.410
C37 -0.329 9.241 -2.574  0.289
O12 -0.985 10.422 -2.163  -0.249
C38 0.006 11.339 -1.978  0.617
O13 -0.178 12.523 -1.891  -0.527
O14 1.235 10.749 -1.913  -0.320
F3 -1.018 8.179 -2.095  -0.203
H46 1.013 8.973 -0.894  0.279
H47 1.791 8.830 -2.485  0.314
H48 -0.295 9.200 -3.667  0.197
C39 -0.323 -4.237 2.918  0.038
C40 0.476 -5.498 2.954  0.229
O15 1.763 -5.056 3.333  -0.283
C41 1.553 -3.941 4.088  0.751
O16 2.381 -3.446 4.804  -0.553
O17 0.285 -3.460 3.938  -0.313
F4 0.558 -6.056 1.724  -0.244
H49 -0.239 -3.711 1.963  -0.213
H50 -1.380 -4.408 3.133  0.321
H51 0.115 -6.239 3.674  0.236
C42 0.589 -2.764 7.627  -0.042
C43 0.059 -1.642 8.458  0.295
O18 -1.281 -2.020 8.697  -0.304
C44 -1.279 -3.382 8.678  0.653
O19 -2.172 -4.064 9.106  -0.567
O20 -0.138 -3.878 8.121  -0.299
F5 0.059 -0.481 7.762  -0.270
H52 0.378 -2.637 6.561  -0.033
H53 1.663 -2.907 7.757  0.269
H54 0.578 -1.503 9.411  0.248
C45 -3.415 -6.512 11.230  -0.100
C46 -3.747 -6.009 12.597  0.336
O21 -3.765 -7.183 13.381  -0.307
C47 -2.888 -8.034 12.775  0.664
O22 -2.435 -9.018 13.294  -0.518
O23 -2.581 -7.626 11.510  -0.302
F6 -4.983 -5.456 12.624  -0.278
H55 -4.297 -6.849 10.678  0.224
H56 -2.888 -5.768 10.629  0.031
H57 -3.017 -5.304 13.006  0.287
C48 5.114 -10.940 -2.741  -0.420
C49 4.567 -9.552 -2.656  0.338
O24 3.545 -9.544 -3.631  -0.194
C50 3.099 -10.832 -3.693  0.540
O25 2.065 -11.163 -4.204  -0.512
O26 3.969 -11.697 -3.096  -0.305
F7 5.504 -8.639 -3.009  -0.304
H58 5.876 -11.047 -3.519  0.283
H59 5.532 -11.281 -1.792  0.284
H60 4.146 -9.294 -1.679  0.307

Atoms 1-6, force components in eV/Å:
-4.357 -2.649 -4.578
3.728 2.015 2.894
-0.504 -0.475 -1.255
-2.697 1.811 -1.314
0.159 -0.436 0.642
-0.219 0.718 -0.957

Properties
Multiplicity: 1
HOMO energy, eV: -8.023
Electronic energy, hartree: -6129.84000
HOMO-LUMO gap, eV: 6.07
LUMO, hartree: -0.072

=====

3.
ORCA calculation (ωB97M-V with the def2-TZVPD basis set) on C10H18CoF6N2O8 as an isolated structure.

Last column: Mulliken charge in e.
Cartesian coordinates (Å):
Co1 0.067 -0.081 0.210  1.006
C1 0.526 1.043 -2.149  0.421
O1 1.186 1.367 -0.912  -0.243
O2 -0.260 -0.007 -1.846  -0.876
C2 -0.217 2.243 -2.756  0.491
F1 0.646 3.046 -3.411  -0.284
F2 -1.117 1.831 -3.655  -0.271
F3 -0.879 2.978 -1.850  -0.211
C3 2.353 2.187 -0.960  -0.390
C4 2.711 2.526 0.464  -1.127
H1 3.189 1.730 1.034  0.249
H2 3.417 3.362 0.537  0.447
H3 1.836 2.930 0.974  0.247
H4 2.193 3.145 -1.472  0.229
H5 3.112 1.723 -1.599  0.359
H6 1.337 0.751 -2.836  0.421
C5 1.115 -1.541 2.226  0.309
O3 1.086 -1.836 0.800  -0.372
O4 0.627 -0.287 2.252  -0.823
C6 0.328 -2.619 2.987  0.767
F4 0.577 -3.876 2.571  -0.288
F5 0.718 -2.604 4.278  -0.294
F6 -0.979 -2.440 2.926  -0.223
C7 2.006 -2.785 0.247  -0.350
C8 2.181 -2.434 -1.227  -1.010
H7 2.710 -3.219 -1.767  0.463
H8 1.214 -2.402 -1.735  0.254
H9 2.622 -1.438 -1.293  0.134
H10 1.543 -3.774 0.277  0.246
H11 2.951 -2.860 0.785  0.354
H12 2.176 -1.590 2.510  0.302
C9 -3.778 -1.787 -0.833  -0.804
N1 -2.642 -2.261 -0.014  0.605
O5 -1.707 -1.524 0.209  -0.120
O6 -2.754 -3.382 0.431  -0.495
H13 -4.726 -2.107 -0.413  0.333
H14 -3.661 -2.191 -1.835  0.285
H15 -3.809 -0.702 -0.839  0.234
C10 -2.628 3.306 1.348  -0.935
N2 -2.446 1.934 0.826  0.961
O7 -3.415 1.340 0.434  -0.544
O8 -1.319 1.501 0.738  -0.429
H16 -2.876 3.227 2.402  0.301
H17 -3.485 3.712 0.819  0.354
H18 -1.729 3.864 1.118  0.320

Atoms 1-6, force components in eV/Å:
0.012 -0.625 0.286
0.221 -1.875 0.219
0.084 1.090 -0.043
-0.090 0.564 0.771
-0.087 -0.402 -0.208
-0.023 0.303 0.128

Properties
Expectation value of S²: 3.756
Energy relative to the best compared isomer or geometry (same formula, charge and spin), kJ/mol: 4.2
Multiplicity: 4
HOMO energy (spin up / spin down), eV: -9.033 / -8.858
Electronic energy, hartree: -3085.05177
HOMO-LUMO gap (spin up / spin down), eV: 8.54 / 8.30
LUMO (spin up / spin down), hartree: -0.018 / -0.020

=====

4.
ORCA calculation (ωB97M-V with the def2-TZVPD basis set) on a 2-piece molecular cluster, C3H3IO2 overall.

Last column: Mulliken charge in e.
Cartesian coordinates (Å):
C1 -0.091 0.739 -0.009  0.605
C2 1.557 -0.823 0.030  0.133
C3 -1.419 0.153 0.002  -0.929
O1 0.408 1.801 -0.020  -0.345
O2 1.329 -1.974 0.055  -0.374
I1 3.469 0.088 -0.012  -0.007
H1 -1.669 -0.125 -1.023  0.285
H2 -2.142 0.887 0.364  0.332
H3 -1.442 -0.748 0.612  0.300

Atoms 1-6, force components in eV/Å:
3.729 -0.477 0.141
-3.260 0.495 -0.096
-0.773 -0.163 0.029
-0.919 -0.684 -0.020
0.372 0.486 0.028
0.722 0.404 -0.006

Properties
Energy relative to the best compared isomer or geometry (same formula, charge and spin), kJ/mol: 139.6
Multiplicity: 1
HOMO energy, eV: -8.113
Electronic energy, hartree: -564.21565
HOMO-LUMO gap, eV: 8.06
LUMO, hartree: -0.002